{
  "formula": "C18H41AuN2OP3Se",
  "method": "ωB97M-V/def2-TZVPD",
  "species": ["Au", "P", "P", "P", "H", "C", "C", "H", "C", "C", "C", "C", "C", "C", "C", "C", "C", "H", "H", "H", "H", "H", "H", "H", "H", "H", "H", "H", "H", "H", "H", "H", "H", "H", "H", "H", "H", "H", "H", "H", "H", "H", "H", "H", "H", "H", "C", "C", "C", "C", "C", "C", "Se", "H", "H", "H", "H", "H", "H", "N", "C", "N", "O", "H", "H", "H", "H"],
  "coordinates": [[0.233773, -0.921138, -0.652800], [-1.470890, -2.170859, 0.362083], [1.552310, -0.417541, 1.331060], [1.702086, -1.500540, -2.366929], [-2.639175, 3.895974, -6.334661], [-2.806637, 3.012877, -6.975491], [-3.630501, 2.015752, -6.604794], [-4.207931, 2.067458, -5.677395], [-2.632123, -1.190763, 1.336487], [-0.871121, -3.475912, 1.471478], [-2.400987, -2.975547, -0.963702], [2.575527, 1.075102, 1.160060], [0.694987, -0.160492, 2.904725], [2.764833, -1.727356, 1.743985], [0.869579, -1.218068, -3.943737], [2.114809, -3.257815, -2.240936], [3.261811, -0.586117, -2.408123], [-2.368622, 3.036909, -7.978663], [-3.866051, 1.197120, -7.280785], [-3.064227, -0.376480, 0.743854], [-2.151555, -0.725302, 2.203416], [-3.448702, -1.821702, 1.706606], [-0.527033, -3.036668, 2.423364], [-0.044185, -3.997434, 0.965935], [-1.711005, -4.164959, 1.635130], [-3.056241, -2.236262, -1.448077], [-2.984080, -3.803705, -0.537239], [-1.682926, -3.367584, -1.697998], [3.253593, 1.187119, 2.018533], [1.928945, 1.961032, 1.100200], [3.178309, 1.019346, 0.244051], [1.447112, 0.039781, 3.682270], [0.126622, -1.052377, 3.196575], [0.008652, 0.701915, 2.826227], [3.386948, -1.418230, 2.599662], [3.406765, -1.920353, 0.872180], [2.223276, -2.648194, 2.004177], [1.504784, -1.536107, -4.781598], [0.606272, -0.159238, -4.065908], [-0.067328, -1.788446, -3.975280], [2.739069, -3.548770, -3.099893], [1.179892, -3.836644, -2.215634], [2.659690, -3.409851, -1.298443], [3.916027, -1.053934, -3.160644], [3.744688, -0.643074, -1.421996], [3.080161, 0.469564, -2.662966], [-0.379184, 3.197848, -2.313117], [-1.413796, 2.532054, -3.002009], [-1.241549, 2.311997, -4.361531], [-0.033488, 2.586031, -4.997292], [1.065072, 2.983423, -4.232700], [0.916154, 3.238893, -2.869349], [-0.717331, 3.987732, -0.623600], [-2.185129, 3.801230, -0.738421], [-2.363319, 2.316013, -2.509061], [-2.096464, 1.974757, -4.931096], [0.043162, 2.447449, -6.071850], [2.031957, 3.117132, -4.705259], [1.771753, 3.541714, -2.252963], [-2.841242, 1.949423, 3.978101], [-2.465256, 2.255139, 2.695407], [-3.402585, 2.936020, 1.982348], [-1.393117, 1.891565, 2.187463], [-3.555510, 2.498895, 4.420905], [-2.109583, 1.620491, 4.581240], [-3.100170, 3.323936, 1.107351], [-4.204673, 3.341476, 2.435466]],
  "forces_ev_per_a": [[0.4, -0.8, 0.7], [-0.8, 0.7, 0.9], [0.8, 0.2, 1.5], [0.3, 0.9, -0.5], [-0.1, -0.5, -0.4], [-0.8, -0.3, 0.0], [0.2, 1.0, -0.5], [0.3, -0.1, -0.2], [-0.5, 0.0, 0.3], [0.2, 0.1, -0.3], [0.2, 0.0, -0.1], [-0.1, 0.3, -0.6], [-0.4, 0.1, 0.0], [-0.3, -0.3, -0.6], [0.0, -0.2, -0.5], [-0.1, 0.1, 0.1], [0.3, -0.2, -0.2], [0.0, -0.1, 0.4], [0.1, 0.1, 0.1], [0.1, -0.2, 0.0], [0.1, -0.1, -0.2], [0.1, 0.0, -0.1], [-0.2, -0.3, -0.4], [-0.3, 0.0, 0.3], [0.3, 0.1, 0.1], [0.2, -0.3, 0.1], [0.0, 0.2, -0.2], [-0.4, 0.0, 0.1], [-0.3, -0.2, -0.1], [0.1, -0.2, 0.1], [-0.1, 0.0, 0.2], [-0.1, -0.1, -0.3], [0.2, 0.2, -0.1], [0.3, -0.4, 0.0], [-0.3, 0.0, -0.3], [-0.1, 0.0, 0.3], [0.2, 0.2, -0.1], [-0.2, 0.1, 0.1], [0.2, -0.2, 0.1], [0.2, 0.0, 0.0], [-0.2, 0.0, 0.3], [0.4, 0.0, -0.1], [-0.1, -0.1, -0.3], [0.0, 0.3, 0.2], [-0.1, 0.0, -0.3], [0.1, -0.4, 0.1], [-0.2, -0.5, 1.4], [-0.2, 0.6, -0.8], [-0.8, -0.3, 1.0], [0.1, 0.0, 0.1], [0.4, 0.1, 0.7], [0.6, 0.5, -0.6], [0.2, -0.5, -1.1], [0.4, 0.0, 0.0], [0.2, 0.2, -0.3], [0.2, -0.2, -0.1], [0.0, 0.1, 0.1], [0.0, 0.0, 0.1], [-0.4, 0.1, -0.4], [0.5, 0.1, -0.7], [-0.2, 0.0, 0.5], [0.2, 0.0, -0.1], [-0.5, 0.2, 0.0], [-0.1, 0.0, 0.1], [0.1, -0.1, 0.1], [-0.2, 0.0, 0.2], [0.0, 0.1, -0.1]],
  "e_tot_ha": -4455.42806,
  "s2": 2.03,
  "homo_ev": [-16.34, -16.34],
  "multiplicity": 3,
  "orbital_gap_ha": [0.282, 0.163],
  "total_charge": 3,
  "e_above_lowest_ev": 0.000
}

{
  "formula": "C18H41ClHfN7O12",
  "method": "ωB97M-V/def2-TZVPD",
  "species": ["C", "C", "C", "N", "C", "C", "C", "C", "C", "H", "H", "H", "H", "H", "H", "H", "H", "H", "H", "H", "H", "H", "H", "H", "H", "H", "H", "C", "C", "N", "C", "C", "N", "C", "C", "H", "H", "H", "H", "H", "H", "H", "H", "H", "H", "H", "Hf", "Cl", "O", "O", "O", "O", "C", "N", "O", "O", "H", "H", "H", "C", "N", "O", "O", "H", "H", "H", "C", "N", "O", "O", "H", "H", "H", "C", "N", "O", "O", "H", "H", "H"],
  "coordinates": [[3.939367, -6.144902, -2.605027], [2.543043, -5.617513, -2.382273], [2.326931, -4.117380, -2.202733], [1.058017, -3.774475, -1.355872], [0.968646, -2.234659, -1.394974], [-0.255265, -4.280483, -1.990259], [-1.205886, -4.515374, -0.845407], [-0.355519, -4.995042, 0.282008], [1.020628, -4.286661, 0.128817], [4.002340, -7.220076, -2.437289], [4.665095, -5.635119, -1.971355], [4.277987, -6.026288, -3.634288], [2.302143, -6.087000, -1.428514], [1.919801, -5.931658, -3.219527], [2.129371, -3.518282, -3.091631], [3.211324, -3.703013, -1.718754], [0.768039, -1.848337, -2.394274], [1.855221, -1.830633, -0.906253], [0.053175, -2.024413, -0.841982], [-0.440646, -3.595314, -2.817471], [-0.073453, -5.274429, -2.399059], [-1.679679, -3.579032, -0.550648], [-1.939865, -5.278801, -1.103393], [-0.806940, -4.773485, 1.249085], [-0.209104, -6.060440, 0.104281], [1.093695, -3.399160, 0.757390], [1.890080, -4.887888, 0.394668], [-4.820343, 5.320600, -3.174221], [-4.498532, 3.916085, -2.565470], [-3.067955, 3.733668, -2.279767], [-2.340583, 4.110018, -1.120093], [-1.055341, 3.542125, -1.183293], [-1.008274, 2.822634, -2.345915], [-2.186908, 2.929178, -3.019138], [0.126345, 1.950575, -2.699528], [-4.394176, 6.169045, -2.638866], [-5.898596, 5.471236, -3.227010], [-4.421814, 5.317262, -4.188747], [-4.794564, 3.103602, -3.229052], [-5.010755, 3.573561, -1.666354], [-2.789647, 4.722029, -0.351868], [-0.194771, 3.572208, -0.531435], [-2.369215, 2.475939, -3.982328], [-0.144725, 0.898289, -2.785195], [0.854869, 1.976118, -1.889160], [0.581787, 2.351678, -3.604949], [2.514008, 0.112923, 5.051193], [0.742713, 1.363835, 1.504616], [1.400651, 0.673841, 2.620556], [1.700067, 2.330141, 1.040811], [0.445885, 0.338340, 0.522803], [-0.383581, 2.107846, 1.965516], [1.767091, 4.713225, 3.661712], [1.216623, 3.499487, 4.319677], [0.064448, 3.621412, 4.572029], [1.948465, 2.606995, 4.693454], [1.394225, 4.764580, 2.638753], [2.847114, 4.596692, 3.571866], [1.557809, 5.609733, 4.245292], [4.084377, 1.140363, -1.254614], [3.431820, 0.705395, -2.512440], [3.095706, 1.612006, -3.320376], [3.172018, -0.449143, -2.657158], [3.412872, 1.196234, -0.397838], [4.548881, 2.119657, -1.370004], [4.982731, 0.540302, -1.109777], [-1.760093, -2.776073, 4.055071], [-0.612965, -2.123225, 3.393098], [0.071985, -1.353059, 4.057985], [-0.573933, -2.209917, 2.179346], [-2.567872, -2.052762, 3.943696], [-1.625264, -2.910854, 5.128269], [-1.916787, -3.743409, 3.577786], [-2.877617, 3.324132, 3.979045], [-2.919049, 4.473952, 4.907805], [-2.906165, 4.209354, 6.101260], [-3.158675, 5.572102, 4.476064], [-2.071628, 2.681289, 4.332925], [-2.838741, 3.624271, 2.931904], [-3.812470, 2.764341, 4.006802]],
  "forces_ev_per_a": [[0.6, 0.8, -0.2], [-0.3, 0.1, -0.8], [-0.6, 0.1, 0.8], [0.6, 0.6, -0.2], [-0.8, -1.2, 1.0], [1.3, -0.9, -0.2], [-0.8, 1.4, -0.4], [1.5, -0.4, -0.1], [-0.4, 0.6, -0.4], [0.0, -0.2, 0.1], [0.0, -0.2, 0.3], [-0.1, 0.0, -0.4], [-0.7, -0.2, 0.2], [-0.2, -0.4, 0.3], [0.3, -0.5, -0.4], [-0.2, 0.3, 0.4], [0.7, -0.4, -0.1], [-0.2, 0.1, -0.2], [0.2, 0.3, 0.4], [-0.6, -0.2, 0.2], [0.4, 0.1, -0.3], [-0.4, 0.0, -0.1], [-0.2, 0.4, -0.1], [0.2, -0.4, -0.1], [0.1, -0.1, 0.6], [-0.1, 0.1, -0.2], [-0.1, -0.2, -0.5], [0.2, -0.9, 0.1], [-1.0, 0.4, -0.2], [3.9, -1.2, 1.2], [-2.0, -0.2, -2.0], [-0.3, -0.7, -1.5], [-0.4, 0.0, 0.8], [-0.5, 1.5, 1.8], [0.7, 0.2, -0.3], [0.1, -0.2, 0.3], [0.0, -0.2, 0.0], [-0.1, 0.2, 0.0], [0.3, 0.2, -0.6], [-0.1, 0.8, 0.4], [0.0, 0.1, -0.1], [-0.1, 0.2, 0.2], [-0.3, 0.0, -0.1], [-0.5, 0.2, -0.3], [-0.1, 0.4, 0.0], [0.0, -0.3, 0.0], [-2.0, 2.2, -2.2], [1.4, -0.3, -0.8], [0.5, -0.8, 2.0], [0.1, -0.1, -0.8], [-0.1, 1.4, 0.8], [-1.0, -0.6, 0.2], [2.1, 0.0, -0.9], [-1.3, 3.6, -0.2], [-0.9, -1.4, 0.4], [1.8, -3.5, 0.7], [-0.4, -0.1, 0.3], [0.0, 0.0, 0.2], [-0.4, -0.3, 0.1], [1.7, 0.8, 0.0], [-0.7, 2.6, -0.3], [0.5, -1.8, 1.3], [-0.2, -0.7, -0.4], [-0.2, -0.5, -0.4], [-0.6, 0.3, -0.5], [-0.4, -0.7, 0.2], [-0.3, -0.6, 0.8], [-1.1, 0.4, -1.3], [1.2, 0.1, 0.7], [0.7, -0.1, 1.2], [-0.2, -0.3, -0.3], [0.5, 0.1, -0.2], [-0.3, 0.3, -0.1], [-0.1, -0.6, -0.2], [-1.5, -1.6, -0.1], [0.4, 0.8, -0.5], [0.4, 0.6, 0.3], [0.0, 0.1, -0.4], [0.7, 0.5, 0.2], [-0.2, 0.3, 0.8]],
  "e_tot_ha": -2501.66380,
  "homo_ev": -21.53,
  "orbital_gap_ha": 0.050,
  "total_charge": 5
}

{
  "formula": "C18H41CrN4O6P",
  "method": "ωB97M-V/def2-TZVPD",
  "species": ["O", "H", "Cr", "N", "N", "N", "N", "O", "O", "O", "O", "C", "C", "C", "C", "C", "H", "H", "H", "C", "H", "H", "H", "C", "C", "H", "H", "H", "H", "H", "H", "H", "H", "C", "H", "H", "H", "O", "H", "H", "C", "C", "C", "P", "C", "C", "C", "C", "C", "C", "H", "H", "H", "H", "H", "H", "H", "H", "H", "H", "H", "H", "H", "H", "H", "H", "H", "H", "H", "H", "H"],
  "coordinates": [[2.064131, -1.437589, -1.752816], [1.310070, -1.921133, -2.143617], [-0.324400, -0.533519, 0.060804], [0.684291, 0.575236, 1.383658], [0.941777, -1.894412, 0.724041], [-1.449040, 0.843753, -0.805364], [-1.039113, -1.526797, -1.497973], [0.411699, 1.835764, 1.629985], [-1.545969, 2.163490, -0.379888], [-0.540892, -2.763047, -1.914208], [0.934226, -3.133750, 0.322869], [1.922327, -1.413825, 1.539760], [1.743800, -0.067171, 1.970670], [-2.113191, 0.481007, -1.928398], [-1.877648, -0.869372, -2.327977], [2.654013, 0.651085, 2.889850], [2.101275, 1.053257, 3.750212], [3.142856, 1.495599, 2.374687], [3.421739, -0.033010, 3.262516], [3.119961, -2.254916, 1.788081], [3.571003, -2.560289, 0.831927], [2.863731, -3.158369, 2.356358], [3.862498, -1.686114, 2.352370], [-2.927605, 1.434392, -2.718552], [-2.412371, -1.449405, -3.584950], [-2.947473, 2.427965, -2.259346], [-3.959750, 1.072683, -2.827726], [-2.516974, 1.531422, -3.734829], [-2.053302, -2.474307, -3.734802], [-2.100560, -0.833564, -4.443992], [-3.513058, -1.448759, -3.576888], [-0.884470, 2.217715, 0.380773], [0.031284, -3.061751, -1.123905], [1.497845, -0.035043, -1.432928], [1.945075, 0.361440, -0.511121], [0.429041, 0.185787, -1.627684], [1.972084, 0.567827, -2.226509], [3.055623, 3.009153, 1.184997], [3.393650, 3.848072, 1.536175], [2.077348, 3.067886, 1.246527], [-1.966753, 0.637001, 3.663330], [-1.585614, -0.839697, 3.501334], [-1.970973, -1.636969, 4.745667], [-2.127492, -1.533792, 1.846637], [-2.091358, -3.405253, 1.774763], [-2.775148, -4.189104, 2.893440], [-2.630506, -3.912527, 0.432160], [-3.929901, -1.131462, 1.647504], [-4.798755, -1.387994, 2.881330], [-4.132492, 0.288860, 1.117132], [-3.053231, 0.789113, 3.693379], [-1.521131, 1.272057, 2.887251], [-1.567740, 0.989329, 4.625220], [-0.486379, -0.883995, 3.396408], [-3.049018, -1.839133, 4.793151], [-1.411829, -2.575754, 4.814755], [-1.714132, -1.042853, 5.633256], [-1.006629, -3.603521, 1.802106], [-3.868447, -4.139282, 2.809809], [-2.494216, -5.244674, 2.771820], [-2.470173, -3.888469, 3.897652], [-2.063692, -3.534337, -0.423179], [-2.558233, -5.008218, 0.418356], [-3.688056, -3.652675, 0.296752], [-4.254902, -1.823390, 0.854352], [-4.588934, -0.681411, 3.695257], [-5.848782, -1.240687, 2.589646], [-4.714003, -2.411339, 3.263639], [-3.664969, 0.424307, 0.134408], [-5.210229, 0.477949, 1.011693], [-3.724076, 1.052669, 1.790538]],
  "forces_ev_per_a": [[-1.9, 2.4, 0.4], [0.5, 0.1, 0.2], [-1.8, -1.1, 2.3], [2.1, -1.1, 1.5], [1.5, 0.5, 1.5], [-0.5, 0.3, -1.1], [-0.6, 0.0, -1.1], [-0.1, 0.2, -0.2], [0.1, -0.3, 0.2], [-0.1, 0.0, 0.2], [0.0, 0.2, -0.2], [-1.6, -1.8, -1.9], [-2.3, 2.3, -1.2], [0.9, 0.5, 1.3], [1.1, -0.5, 1.0], [0.4, 0.0, 0.4], [0.1, 0.0, -0.2], [-0.3, -0.4, 0.3], [-0.2, 0.2, 0.1], [0.3, -0.1, 0.3], [-0.3, 0.0, 0.2], [0.1, 0.1, -0.2], [0.0, -0.2, -0.1], [-0.4, 0.3, -0.4], [-0.2, -0.1, -0.4], [0.0, -0.3, 0.0], [0.2, 0.1, 0.0], [-0.1, 0.0, 0.2], [-0.1, 0.3, 0.1], [-0.1, -0.2, 0.2], [0.3, 0.0, 0.0], [-0.3, -0.2, -0.4], [-0.3, 0.2, 0.0], [3.1, -0.9, -2.4], [-0.4, -0.5, -0.2], [0.7, -0.5, 0.0], [-0.2, 0.2, 0.3], [-0.3, 0.9, -0.2], [-0.2, -0.3, -0.2], [0.4, -0.3, 0.1], [0.0, 0.2, 0.0], [0.4, -0.4, -0.2], [-0.1, 0.0, 0.3], [0.2, 0.4, -0.5], [0.5, 0.3, 0.2], [0.0, -0.3, 0.2], [0.1, 0.1, -0.2], [0.2, 0.0, -0.2], [-0.4, 0.0, 0.0], [-0.2, 0.2, -0.2], [0.3, -0.1, 0.0], [-0.2, -0.2, 0.1], [0.0, -0.1, -0.2], [-0.3, 0.1, 0.1], [0.4, 0.0, 0.0], [-0.2, 0.2, 0.0], [0.0, -0.1, -0.1], [-0.2, -0.1, -0.1], [0.3, 0.0, 0.1], [-0.1, 0.2, 0.0], [-0.2, -0.1, -0.3], [-0.2, -0.1, 0.2], [0.0, 0.2, 0.0], [0.2, -0.1, 0.0], [0.1, 0.2, 0.2], [0.0, -0.2, -0.2], [0.2, 0.0, 0.1], [0.0, 0.4, 0.0], [-0.1, 0.0, 0.3], [0.2, 0.0, 0.0], [-0.1, -0.2, -0.3]],
  "e_tot_ha": -2766.51553,
  "s2": 6.19,
  "homo_ev": [-6.24, -7.08],
  "multiplicity": 5,
  "orbital_gap_ha": [0.210, 0.239]
}